*i*
Here is a 3-piece molecular cluster, C3H11NO3 overall from OMol25. Energies are from wB97M-V/def2-TZVPD.

ORCA input file:
```
! RIJCOSX wB97M-V def2-TZVPD def2/J DEFGRID3
* xyz 1 2
C -2.368 0.801 0.711
C -1.225 -0.175 0.922
C -0.450 -0.620 -0.340
N 0.683 -1.251 -0.147
O -0.828 -0.226 -1.453
H -3.369 0.375 0.763
H -2.353 1.548 1.489
H -2.242 1.330 -0.233
H -1.363 -1.086 1.504
H -0.421 0.297 1.500
H 1.026 -1.519 0.765
H 1.034 -1.788 -0.936
H 0.860 0.007 -2.717
H 2.370 -0.153 -2.437
O 1.736 0.193 -3.070
H 2.612 1.144 1.848
H 2.176 0.665 0.447
O 2.121 0.457 1.383
*
```

gap between HOMO and LUMO (alpha / beta)	11.14 / 5.94	eV
HOMO level (alpha / beta)	-0.5675 / -0.5667	Eh
expectation value of S²	0.755

These are the Mulliken partial charges, in e, on atoms 1 to 6: atom 1 (C): -1.16, atom 2 (C): -0.31, atom 3 (C): 0.70, atom 4 (N): -0.33, atom 5 (O): -0.26, atom 6 (H): 0.32

---

*ii*
Here is a 2-piece molecular cluster, C3H11NO3 overall from OMol25. Energies are from wB97M-V/def2-TZVPD.

ORCA input file:
```
! RIJCOSX wB97M-V def2-TZVPD def2/J DEFGRID3
* xyz 1 2
C 1.173 0.658 -0.547
O 2.327 -0.079 -0.360
C -0.095 -0.129 -0.738
C -1.360 0.751 -0.721
O -2.522 0.076 -1.275
N -0.194 -1.064 0.464
H 1.398 1.179 -1.493
H 1.099 1.482 0.193
H 2.877 0.191 0.397
H 0.047 -0.691 -1.663
H -1.587 0.952 0.353
H -1.051 1.629 -1.320
H -2.470 0.318 -2.247
H 0.461 -1.772 0.287
H -1.048 -1.620 0.425
H 0.135 0.019 3.124
H 0.455 -0.960 2.066
O 0.354 -0.937 3.053
*
```

gap between HOMO and LUMO (alpha / beta)	11.58 / 3.50	eV
HOMO level (alpha / beta)	-0.5530 / -0.5189	Eh
expectation value of S²	0.757

These are the Mulliken partial charges, in e, on atoms 1 to 6: atom 1 (C): -0.71, atom 2 (O): -0.31, atom 3 (C): 0.55, atom 4 (C): -0.78, atom 5 (O): -0.41, atom 6 (N): -0.77

---

Least stable: *ii*

---

*i*
Here is a 15-piece molecular cluster, C30H90O30 overall from OMol25. Energies are from wB97M-V/def2-TZVPD.

ORCA input file:
```
! RIJCOSX wB97M-V def2-TZVPD def2/J DEFGRID3
* xyz 0 1
C -2.974 1.726 -2.872
C -3.097 0.124 -3.098
O -1.835 -0.494 -3.132
O -2.348 1.981 -1.672
H -3.918 2.263 -2.962
H -2.489 2.227 -3.710
H -3.464 -0.057 -4.108
H -3.617 -0.411 -2.303
H -1.467 -0.501 -2.246
H -1.766 1.250 -1.450
C 4.980 2.171 0.965
C 4.658 3.057 -0.268
O 3.256 3.519 -0.282
O 5.280 3.021 2.030
H 5.810 1.487 0.789
H 4.028 1.683 1.177
H 4.688 2.422 -1.154
H 5.366 3.879 -0.376
H 3.182 4.318 0.245
H 4.492 3.515 2.269
C -0.621 -3.308 0.956
C -0.290 -3.322 -0.532
O 0.707 -2.377 -0.770
O 0.431 -3.923 1.687
H -1.493 -3.960 1.018
H -0.932 -2.324 1.306
H -1.108 -3.046 -1.198
H 0.205 -4.246 -0.829
H 1.533 -2.726 -0.429
H 0.967 -3.266 2.136
C -0.167 5.203 -0.461
C 0.572 5.310 -1.835
O -0.090 5.865 -2.911
O -0.619 6.549 -0.077
H 0.389 4.565 0.226
H -1.078 4.640 -0.666
H 0.657 4.265 -2.134
H 1.585 5.712 -1.873
H 0.398 5.705 -3.723
H -1.086 6.835 -0.865
C -4.756 2.560 2.293
C -4.555 2.750 0.809
O -5.407 3.855 0.498
O -4.039 1.506 2.846
H -5.789 2.219 2.351
H -4.670 3.486 2.862
H -4.633 1.989 0.032
H -3.515 3.066 0.717
H -5.916 3.583 -0.269
H -4.358 0.695 2.443
C 1.845 0.404 -4.026
C 1.399 -0.574 -5.099
O 2.091 -1.829 -4.998
O 1.374 1.762 -4.080
H 2.910 0.296 -3.821
H 1.380 0.029 -3.114
H 1.458 -0.195 -6.119
H 0.342 -0.737 -4.890
H 1.510 -2.467 -5.417
H 1.812 2.178 -4.826
C -1.330 3.888 3.298
C -1.185 2.518 3.899
O -2.116 2.329 4.921
O -0.912 5.032 4.072
H -2.347 4.199 3.057
H -0.830 3.842 2.330
H -0.191 2.413 4.335
H -1.286 1.795 3.091
H -2.963 2.304 4.470
H -1.283 5.812 3.652
C 1.169 -1.453 4.294
C -0.362 -1.112 4.442
O -1.180 -2.242 4.282
O 1.384 -1.371 2.884
H 1.375 -2.456 4.667
H 1.788 -0.735 4.832
H -0.550 -0.321 3.715
H -0.390 -0.768 5.476
H -0.948 -2.865 4.975
H 1.471 -0.478 2.544
C 5.029 -3.392 1.942
C 3.677 -3.733 1.411
O 3.037 -2.538 0.890
O 4.805 -2.870 3.241
H 5.612 -2.611 1.455
H 5.606 -4.307 2.077
H 3.075 -4.233 2.169
H 3.763 -4.365 0.527
H 2.913 -1.986 1.666
H 5.432 -2.182 3.475
C -3.305 -6.102 -0.368
C -2.977 -7.454 -1.039
O -3.560 -7.563 -2.364
O -3.001 -5.005 -1.218
H -2.847 -5.881 0.596
H -4.377 -6.009 -0.198
H -3.329 -8.307 -0.460
H -1.891 -7.509 -1.124
H -3.732 -8.507 -2.400
H -3.032 -5.335 -2.119
C -4.390 -2.714 -4.084
C -4.767 -4.211 -4.187
O -4.805 -4.740 -5.481
O -3.111 -2.521 -4.681
H -4.449 -2.369 -3.052
H -5.141 -2.078 -4.552
H -5.758 -4.334 -3.751
H -4.141 -4.787 -3.505
H -4.077 -5.365 -5.531
H -2.692 -1.761 -4.271
C -0.428 0.452 0.621
C 0.869 1.346 0.599
O 1.380 1.586 1.910
O -0.832 -0.186 -0.543
H -1.269 1.106 0.853
H -0.286 -0.176 1.500
H 0.526 2.270 0.133
H 1.610 0.995 -0.119
H 2.027 2.281 1.763
H -0.233 -0.926 -0.663
C -4.535 -2.727 0.703
C -4.157 -1.423 1.360
O -4.006 -1.482 2.758
O -4.307 -2.707 -0.715
H -5.537 -3.096 0.922
H -3.855 -3.463 1.132
H -4.919 -0.726 1.011
H -3.188 -1.090 0.989
H -3.187 -1.898 3.038
H -3.778 -3.495 -0.857
C 3.045 6.122 2.503
C 2.220 4.969 3.097
O 3.029 3.831 3.172
O 2.986 6.088 1.099
H 4.096 6.237 2.770
H 2.589 7.054 2.836
H 1.272 4.848 2.573
H 2.018 5.283 4.121
H 2.925 3.399 4.023
H 2.528 6.917 0.945
C 7.079 -0.623 -3.002
C 6.066 -0.892 -1.849
O 6.702 -1.385 -0.734
O 7.503 -1.879 -3.577
H 7.964 -0.064 -2.696
H 6.550 -0.129 -3.817
H 5.074 -1.322 -1.989
H 5.725 0.093 -1.531
H 6.674 -2.340 -0.834
H 7.975 -2.311 -2.861
*
```

gap between HOMO and LUMO	9.81	eV
HOMO level	-0.3500	Eh

These are the Mulliken partial charges, in e, on atoms 1 to 6: atom 1 (C): -0.65, atom 2 (C): -0.46, atom 3 (O): -0.05, atom 4 (O): -0.52, atom 5 (H): 0.53, atom 6 (H): 0.29

---

*ii*
Here is a 15-piece molecular cluster, C30H90O30 overall from OMol25. Energies are from wB97M-V/def2-TZVPD.

ORCA input file:
```
! RIJCOSX wB97M-V def2-TZVPD def2/J DEFGRID3
* xyz 0 1
C 3.990 3.156 -3.561
C 4.035 2.119 -2.436
O 4.663 2.449 -1.184
O 3.232 4.315 -3.193
H 3.488 2.732 -4.431
H 5.016 3.443 -3.790
H 4.577 1.214 -2.712
H 2.989 1.844 -2.303
H 5.195 3.246 -1.251
H 2.330 3.987 -3.212
C -3.238 -3.533 -0.337
C -2.258 -3.573 0.884
O -0.946 -3.917 0.486
O -4.595 -3.207 -0.013
H -3.303 -4.533 -0.765
H -2.902 -2.837 -1.105
H -2.568 -4.092 1.791
H -2.377 -2.546 1.232
H -0.515 -3.283 -0.091
H -4.734 -3.647 0.829
C 0.746 -5.257 2.825
C 1.038 -5.787 4.249
O 1.262 -7.205 4.350
O 0.251 -3.940 2.942
H 0.284 -5.989 2.163
H 1.744 -5.280 2.388
H 0.288 -5.506 4.988
H 1.947 -5.287 4.585
H 1.302 -7.310 5.303
H -0.026 -3.703 2.054
C -4.023 -0.143 2.019
C -5.537 0.137 1.766
O -5.696 1.323 0.972
O -3.459 0.755 2.957
H -3.433 -0.153 1.103
H -3.927 -1.177 2.351
H -6.101 0.186 2.697
H -6.004 -0.647 1.170
H -6.085 1.926 1.611
H -3.877 1.588 2.728
C -2.891 3.775 -0.194
C -2.738 3.427 1.298
O -3.925 3.491 2.156
O -3.554 2.791 -0.852
H -1.903 3.713 -0.651
H -3.411 4.730 -0.267
H -2.043 4.140 1.740
H -2.206 2.497 1.493
H -4.294 4.370 2.266
H -4.324 2.508 -0.354
C -5.316 -0.008 -3.504
C -4.729 -0.159 -2.113
O -3.395 0.347 -2.102
O -4.905 -0.985 -4.377
H -5.033 0.985 -3.854
H -6.406 -0.008 -3.465
H -4.776 -1.225 -1.893
H -5.314 0.429 -1.406
H -3.469 1.133 -1.556
H -3.955 -0.913 -4.498
C -0.534 -0.717 -0.155
C 0.560 0.416 -0.295
O 0.228 1.419 0.691
O -0.301 -1.752 -1.081
H -1.491 -0.271 -0.427
H -0.545 -1.148 0.846
H 0.439 0.838 -1.293
H 1.550 -0.039 -0.269
H 0.420 2.265 0.278
H -0.151 -1.371 -1.948
C 2.883 3.729 1.467
C 2.145 4.560 0.446
O 0.828 4.134 0.358
O 2.537 4.112 2.808
H 3.947 3.916 1.320
H 2.746 2.675 1.224
H 2.608 4.389 -0.526
H 2.288 5.605 0.722
H 0.393 4.781 -0.202
H 1.699 3.693 3.018
C 2.318 0.366 4.562
C 1.772 -0.873 3.832
O 1.300 -1.976 4.638
O 3.528 0.091 5.327
H 1.624 0.711 5.329
H 2.313 1.229 3.896
H 2.570 -1.324 3.242
H 0.964 -0.514 3.196
H 0.874 -2.616 4.063
H 3.638 0.930 5.781
C 5.523 1.317 2.247
C 5.326 0.097 1.280
O 4.255 0.413 0.353
O 6.231 2.391 1.614
H 6.075 1.098 3.161
H 4.509 1.621 2.506
H 4.953 -0.699 1.924
H 6.189 -0.199 0.684
H 4.525 0.989 -0.366
H 5.735 2.723 0.863
C -0.364 3.888 -5.280
C -0.230 4.023 -3.708
O 0.584 2.978 -3.182
O -1.101 5.079 -5.732
H -0.935 3.030 -5.637
H 0.627 4.001 -5.720
H -1.230 4.015 -3.275
H 0.223 4.996 -3.515
H 0.068 2.191 -3.369
H -0.494 5.821 -5.768
C 4.003 -3.122 -1.098
C 2.658 -3.385 -0.453
O 2.564 -2.751 0.834
O 4.216 -1.782 -1.392
H 4.086 -3.720 -2.005
H 4.780 -3.549 -0.463
H 2.442 -4.450 -0.372
H 1.917 -3.083 -1.193
H 2.458 -1.815 0.649
H 4.369 -1.207 -0.639
C -1.295 -6.036 -2.682
C -0.105 -5.363 -1.874
O 1.069 -5.707 -2.541
O -1.661 -5.177 -3.781
H -2.192 -5.991 -2.064
H -1.082 -7.096 -2.813
H 0.009 -5.652 -0.829
H -0.092 -4.283 -2.018
H 1.064 -5.294 -3.408
H -2.245 -5.590 -4.421
C -0.705 2.468 5.762
C -0.864 2.168 4.290
O 0.208 2.684 3.477
O -1.192 3.790 6.104
H 0.298 2.310 6.158
H -1.414 1.850 6.313
H -1.845 2.506 3.954
H -0.794 1.082 4.230
H -0.078 2.408 2.603
H -0.575 4.484 5.862
C -1.060 0.293 -4.770
C -0.617 -1.135 -4.562
O 0.365 -1.317 -3.547
O -1.263 1.080 -3.553
H -1.985 0.168 -5.333
H -0.426 0.762 -5.521
H -0.133 -1.398 -5.502
H -1.501 -1.734 -4.343
H 0.845 -2.102 -3.823
H -2.037 0.751 -3.090
*
```

gap between HOMO and LUMO	9.22	eV
HOMO level	-0.3373	Eh

These are the Mulliken partial charges, in e, on atoms 1 to 6: atom 1 (C): -0.77, atom 2 (C): 0.30, atom 3 (O): -0.69, atom 4 (O): -0.59, atom 5 (H): 0.32, atom 6 (H): 0.42

---

Least stable: *i*

---

*i*
Here is one molecule with the formula C4H7BrO from OMol25. Energies are from wB97M-V/def2-TZVPD.

ORCA input file:
```
! RIJCOSX wB97M-V def2-TZVPD def2/J DEFGRID3
* xyz 0 1
C 1.262 -1.291 0.092
C 0.462 -0.089 0.509
C -0.705 0.201 -0.378
Br -2.223 -0.957 0.028
C -1.204 1.750 -0.148
O -2.273 2.146 0.200
H 1.623 -1.266 -0.950
H 0.470 -2.026 -0.020
H 2.086 -1.652 0.748
H 1.067 0.720 0.368
H 0.006 -0.025 1.445
H -0.326 0.244 -1.465
H -0.245 2.243 -0.431
*
```

gap between HOMO and LUMO	10.74	eV
HOMO level	-0.3641	Eh

These are the Mulliken partial charges, in e, on atoms 1 to 6: atom 1 (C): -1.05, atom 2 (C): -0.68, atom 3 (C): -0.23, atom 4 (Br): -0.11, atom 5 (C): 0.08, atom 6 (O): -0.41

---

*ii*
Here is one molecule with the formula C4H7BrO from OMol25. Energies are from wB97M-V/def2-TZVPD.

ORCA input file:
```
! RIJCOSX wB97M-V def2-TZVPD def2/J DEFGRID3
* xyz 0 1
C 1.547 0.791 0.612
C 0.298 0.757 0.347
C -0.713 -0.618 0.387
O -1.824 -0.177 1.172
C -0.954 -1.086 -1.069
Br -1.655 -2.949 -1.021
H 1.934 1.797 0.367
H 2.045 -0.044 1.140
H -0.253 1.568 -0.186
H -0.152 -1.491 0.977
H -2.518 -0.777 0.956
H -1.844 -0.582 -1.545
H 0.048 -1.058 -1.524
*
```

gap between HOMO and LUMO	11.06	eV
HOMO level	-0.3780	Eh

These are the Mulliken partial charges, in e, on atoms 1 to 6: atom 1 (C): -0.55, atom 2 (C): -0.31, atom 3 (C): 0.07, atom 4 (O): -0.50, atom 5 (C): -0.68, atom 6 (Br): -0.18

---

Least stable: *ii*

---

*i*
Here is one molecule with the formula C5H10O2S2 from OMol25. Energies are from wB97M-V/def2-TZVPD.

ORCA input file:
```
! RIJCOSX wB97M-V def2-TZVPD def2/J DEFGRID3
* xyz 0 1
C 1.176 -0.876 0.776
C 0.732 1.328 -0.408
C 0.128 0.003 -0.133
C -0.897 0.270 0.992
C -0.358 -0.847 -1.278
O 4.709 0.595 -0.803
O 3.628 0.726 1.428
S 2.538 -1.588 -0.188
S 3.535 0.511 0.007
H 1.394 -0.194 1.526
H 0.594 -1.689 1.258
H 0.685 1.729 -1.431
H 0.896 1.958 0.417
H -1.469 -0.638 1.297
H -1.749 0.934 0.626
H -0.513 0.738 1.811
H -0.370 -1.834 -1.003
H 0.296 -0.685 -2.086
H -1.420 -0.589 -1.600
*
```

gap between HOMO and LUMO (alpha / beta)	8.39 / 6.38	eV
HOMO level (alpha / beta)	-0.3355 / -0.3195	Eh

These are the Mulliken partial charges, in e, on atoms 1 to 6: atom 1 (C): -1.41, atom 2 (C): -1.31, atom 3 (C): 2.02, atom 4 (C): -1.76, atom 5 (C): -1.76, atom 6 (O): -0.47

---

*ii*
Here is one molecule with the formula C5H10O2S2 from OMol25. Energies are from wB97M-V/def2-TZVPD.

ORCA input file:
```
! RIJCOSX wB97M-V def2-TZVPD def2/J DEFGRID3
* xyz 0 1
C -1.942 1.703 -0.687
C -2.029 0.379 0.024
C -1.201 -0.605 -0.014
C -1.173 -1.942 0.703
S 0.337 -0.423 -1.340
S 1.626 0.153 0.280
C 3.216 0.155 -0.391
O 1.235 1.463 0.581
O 1.530 -0.788 1.338
H -1.942 2.488 0.080
H -0.999 1.935 -1.154
H -2.670 2.059 -1.418
H -2.842 0.124 0.678
H -0.361 -2.215 1.408
H -1.993 -2.017 1.466
H -1.525 -2.763 -0.019
H 3.405 -0.897 -0.626
H 3.399 0.735 -1.287
H 3.930 0.457 0.377
*
```

gap between HOMO and LUMO	9.82	eV
HOMO level	-0.3418	Eh

These are the Mulliken partial charges, in e, on atoms 1 to 6: atom 1 (C): -1.14, atom 2 (C): -0.06, atom 3 (C): 0.27, atom 4 (C): -1.02, atom 5 (S): -0.25, atom 6 (S): 1.20

---

Least stable: *i*

---

*i*
Here is C5H14N2S as an isolated structure from OMol25. Energies are from wB97M-V/def2-TZVPD.

ORCA input file:
```
! RIJCOSX wB97M-V def2-TZVPD def2/J DEFGRID3
* xyz 0 1
C -2.491 -0.097 -0.385
C -1.219 -0.555 0.143
C -0.404 -1.734 -0.271
C 1.331 -1.785 0.054
S 2.434 -0.564 1.011
N -0.221 0.606 0.340
C -0.008 1.015 1.697
N 1.181 1.894 1.985
H -3.156 -0.961 -0.249
H -2.998 0.745 0.109
H -2.257 0.114 -1.381
H -1.101 -1.470 0.842
H 1.766 2.202 -5.778
H -0.688 -2.707 -0.235
H 1.595 -2.662 0.647
H 1.873 -1.800 -0.941
H 1.279 2.705 -6.060
H 0.606 0.180 -0.213
H -0.043 0.172 2.329
H -0.817 1.695 2.024
H 1.442 1.579 2.841
H 1.895 1.430 1.492
*
```

gap between HOMO and LUMO	5.09	eV
HOMO level	-0.2570	Eh

These are the Mulliken partial charges, in e, on atoms 1 to 6: atom 1 (C): -1.11, atom 2 (C): 1.07, atom 3 (C): -0.72, atom 4 (C): -0.99, atom 5 (S): -0.49, atom 6 (N): -0.36

---

*ii*
Here is a 2-piece molecular cluster, C5H14N2S overall from OMol25. Energies are from wB97M-V/def2-TZVPD.

ORCA input file:
```
! RIJCOSX wB97M-V def2-TZVPD def2/J DEFGRID3
* xyz 0 1
C -0.250 -0.031 0.949
N -1.401 -0.177 0.171
C -2.102 1.064 0.016
N -3.267 0.863 -0.913
C 0.686 -1.225 0.990
C 1.237 -1.444 -0.425
C 2.606 -0.815 -0.440
S 2.483 0.903 0.123
H 0.421 0.697 0.352
H -0.382 0.370 1.957
H 0.811 2.615 -0.786
H -1.567 1.925 -0.399
H -2.451 1.355 1.018
H -2.840 0.182 -1.539
H -3.963 0.335 -0.394
H 0.199 -2.122 1.379
H 1.488 -0.944 1.676
H 1.379 -2.528 -0.503
H 0.500 -1.181 -1.182
H 3.127 -0.802 -1.402
H 3.190 -1.450 0.235
H 0.099 2.411 -0.880
*
```

gap between HOMO and LUMO	5.51	eV
HOMO level	-0.3016	Eh

These are the Mulliken partial charges, in e, on atoms 1 to 6: atom 1 (C): 0.37, atom 2 (N): -0.37, atom 3 (C): -0.16, atom 4 (N): -0.70, atom 5 (C): -1.02, atom 6 (C): -0.63

---

Least stable: *i*